18
Properties=species:S:1:pos:R:3:forces:R:3 method="wB97M-V/def2-TZVPD" e_tot_ev=-7424.306 e_above_lowest_kcal_mol=69.3 charge=0 gap_ha=0.387 lumo_ev=0.979
O 1.12500 -1.23865 -0.45393 -0.3808 -0.2879 0.3608
C 1.32986 1.51089 0.48271 -0.0612 -0.1501 -0.0294
C 0.18358 0.97734 -0.39287 0.1368 -0.8633 -0.2632
C -1.24900 -1.57760 0.55970 -0.9710 1.1534 0.1908
C 0.64268 -0.21967 -1.26356 -0.1101 0.8487 -0.2770
C -0.97544 0.37095 0.39394 -0.1805 -1.7491 0.2840
H -0.77922 -2.59541 0.35951 0.4202 1.6340 -0.1707
H -1.94563 0.63840 -0.03579 0.1873 -0.2468 0.3133
H -2.12955 -1.61442 -0.05962 -0.5568 -0.0495 0.1951
H -0.92218 0.53604 1.46263 -0.1735 0.2861 0.0064
H -1.46850 -1.61368 1.62022 -0.4332 0.1119 0.0245
H 1.10151 2.46532 0.97632 -0.1403 -0.2587 -0.1557
H 1.39542 0.15333 -1.95761 0.1850 -0.3986 -0.0911
H 1.55839 0.77019 1.25331 0.0542 0.1100 -0.0397
H -0.25802 -0.55876 -1.81386 0.4061 0.1263 -0.2126
H 2.24735 1.65555 -0.10336 -0.2458 -0.0284 0.0286
H 0.28346 -1.40140 0.09691 2.1036 -0.0520 -0.7199
H -0.13969 1.74158 -1.12465 -0.2401 -0.1857 0.5557